69
Properties=species:S:1:pos:R:3:forces:R:3 method="wB97M-V/def2-TZVPD" relative_energy_kcal_mol=3.0 lumo_energy_ev=-3.39 homo_energy_ev=-10.98 charge=+1 mol_weight_g_mol=808.708
Tl 0.495 2.064 1.382 0.104 0.027 0.127
O 3.115 -0.722 3.821 -0.121 0.139 0.038
C 2.136 -0.188 3.320 -0.206 -0.424 -0.022
O 1.717 1.006 3.407 -0.152 0.261 -0.210
C 1.327 -1.115 2.387 0.264 0.360 -0.044
C 1.145 -2.468 2.676 -0.140 -0.061 0.066
C 0.550 -3.279 1.733 -0.017 0.045 0.082
C 0.310 -2.760 0.464 -0.017 0.083 -0.206
C 0.584 -1.422 0.240 0.020 0.030 0.390
N 0.991 -0.590 1.217 0.114 -0.226 -0.434
C 0.752 -0.940 -1.155 -0.077 -0.414 -0.135
O 0.856 -1.721 -2.100 -0.094 0.125 0.210
O 1.024 0.336 -1.360 0.372 0.161 -0.495
H 1.477 -2.841 3.635 0.002 -0.007 -0.010
H 0.329 -4.316 1.946 0.042 -0.007 0.005
H -0.028 -3.385 -0.351 0.009 0.007 0.005
N -0.789 1.187 4.697 0.302 0.111 -0.113
C -1.900 1.403 4.002 -0.263 0.148 -0.217
N -3.037 1.506 4.693 0.024 -0.062 0.198
C -4.131 1.709 3.978 0.154 -0.032 -0.118
N -5.294 1.842 4.628 -0.002 0.003 0.038
N -4.167 1.784 2.633 -0.123 0.049 -0.080
C -2.999 1.676 2.035 0.105 -0.157 0.415
N -1.820 1.506 2.642 -0.025 -0.023 -0.010
C -3.060 1.719 0.542 -0.079 -0.004 -0.326
C -4.282 1.978 -0.076 -0.007 0.062 0.055
C -4.348 2.001 -1.456 0.020 -0.024 -0.017
C -3.195 1.756 -2.184 -0.050 0.026 0.047
C -2.028 1.502 -1.484 0.013 -0.014 -0.097
N -1.951 1.480 -0.158 0.175 -0.017 0.216
H -0.879 1.170 5.698 0.022 0.016 0.003
H 0.139 1.209 4.263 -0.096 -0.190 0.080
H -5.297 1.799 5.630 -0.047 0.004 0.015
H -6.138 2.008 4.111 -0.008 -0.002 0.002
H -5.148 2.159 0.542 0.001 -0.005 -0.027
H -5.285 2.203 -1.958 -0.005 0.009 0.017
H -3.201 1.766 -3.265 0.027 -0.021 -0.001
H -1.105 1.297 -2.015 0.027 0.036 0.010
C 3.532 2.765 -4.233 -0.008 -0.058 -0.027
C 2.263 2.414 -3.465 0.157 -0.685 0.182
C 2.045 3.282 -2.241 -0.096 0.016 0.028
Sb 2.315 0.257 -2.981 -0.478 -0.085 0.355
C 1.597 -0.811 -4.802 0.328 0.430 0.637
C 0.225 -0.254 -5.133 0.018 -0.056 0.044
C 2.614 -0.655 -5.918 0.024 0.027 0.041
C 3.860 -0.595 -1.618 -0.209 0.359 -0.710
C 4.245 0.476 -0.616 -0.025 -0.030 0.091
C 5.022 -1.187 -2.392 -0.003 -0.035 0.025
H 3.454 3.790 -4.600 0.013 -0.004 -0.016
H 3.696 2.114 -5.093 0.046 0.065 -0.011
H 4.409 2.717 -3.585 0.018 -0.008 -0.015
H 1.392 2.456 -4.123 0.008 -0.011 -0.005
H 2.924 3.301 -1.596 -0.010 -0.028 0.023
H 1.187 2.958 -1.657 -0.037 0.001 0.086
H 1.849 4.306 -2.570 0.053 -0.002 0.003
H 1.535 -1.834 -4.439 0.010 -0.001 0.012
H 0.290 0.784 -5.465 -0.058 0.001 0.000
H -0.458 -0.327 -4.285 -0.035 0.006 -0.033
H -0.200 -0.836 -5.954 -0.014 0.020 -0.007
H 2.690 0.381 -6.253 -0.010 -0.024 -0.031
H 2.286 -1.252 -6.772 0.022 0.018 -0.019
H 3.606 -1.004 -5.630 0.007 -0.020 -0.050
H 3.270 -1.387 -1.159 -0.072 0.030 0.001
H 4.867 1.246 -1.076 -0.010 0.020 0.026
H 4.824 0.007 0.185 0.030 0.020 -0.033
H 3.376 0.935 -0.144 -0.014 0.028 0.008
H 5.600 -0.421 -2.911 0.003 -0.009 -0.017
H 4.692 -1.939 -3.109 0.057 -0.003 -0.017
H 5.692 -1.679 -1.683 0.019 0.005 -0.024

***

68
Properties=species:S:1:pos:R:3:forces:R:3 method="wB97M-V/def2-TZVPD" relative_energy_kcal_mol=38.6 smiles="O=C1C=C(O)C(=O)C=C1O.O=C1C=C(O)C(=O)C=C1O.CC(C)=O.CC(C)=O.CC(C)=O.CC(C)=O" lumo_energy_ev=-2.07 homo_energy_ev=-8.85 mol_weight_g_mol=512.508
O 40.717 -0.048 16.654 0.195 -0.552 1.063
C 41.384 -0.599 17.522 -0.370 -0.322 -0.162
C 42.820 -0.550 17.538 5.329 -1.190 3.598
C 43.645 -1.216 18.600 0.769 3.372 -3.638
O 45.006 -1.037 18.850 -2.380 -1.598 0.422
C 43.128 -2.186 19.568 -1.937 -2.373 2.609
O 43.721 -2.949 20.369 -0.044 2.195 -2.381
C 41.664 -2.281 19.647 -3.562 4.613 -5.686
C 40.743 -1.435 18.638 0.854 -3.070 2.596
O 39.342 -1.451 18.595 10.028 -3.823 13.918
H 43.428 0.156 16.899 -1.191 -0.904 0.578
H 45.580 -0.372 18.496 -0.459 0.927 -1.043
H 41.325 -3.051 20.273 -0.966 -0.555 0.771
H 38.936 -1.294 17.917 -6.361 3.347 -12.709
O 35.061 4.415 13.997 0.476 -3.353 0.556
C 35.378 3.260 14.460 0.186 4.288 -1.277
C 35.262 3.059 15.846 1.939 -7.117 1.941
C 35.768 1.680 16.453 -2.646 7.111 0.038
O 35.715 1.511 17.793 -0.649 0.686 -2.113
C 36.464 0.719 15.623 1.758 -2.696 -0.922
O 36.877 -0.346 16.134 -0.764 2.112 -0.975
C 36.679 1.067 14.196 -0.506 4.567 -2.368
C 36.183 2.343 13.619 1.466 -4.204 -0.595
O 36.406 2.705 12.280 1.774 -4.724 4.101
H 34.680 3.787 16.338 -0.351 0.511 1.126
H 35.177 2.302 18.053 0.361 -0.659 0.886
H 37.462 0.609 13.555 -0.909 -0.323 0.832
H 35.930 3.459 12.129 -2.150 4.014 -0.760
C 38.489 4.871 16.105 -1.198 4.624 0.862
C 37.782 5.016 17.482 -1.028 3.427 -1.298
C 37.964 3.983 18.543 -1.612 2.839 1.484
O 37.124 6.069 17.583 1.021 -2.408 0.724
H 37.800 5.409 15.362 0.989 -0.842 1.046
H 38.628 3.923 15.819 0.833 -3.655 -1.096
H 39.446 5.471 16.113 -0.867 -0.817 0.110
H 37.762 3.111 18.122 -0.180 -4.254 -2.221
H 37.226 3.931 19.365 0.363 1.081 -0.258
H 38.942 4.005 18.907 1.651 -0.056 0.595
C 34.979 4.654 21.519 -3.751 -0.681 -3.823
C 34.149 3.625 20.704 1.750 -0.017 -4.230
C 32.866 2.934 21.091 0.443 0.321 1.993
O 34.512 3.473 19.515 -0.352 -0.045 1.776
H 35.099 4.232 22.384 1.096 -2.158 5.407
H 34.186 5.370 21.662 0.416 1.292 0.007
H 35.893 4.883 21.054 0.657 0.725 -0.801
H 32.208 2.735 20.244 0.375 0.192 0.025
H 32.413 3.648 21.806 -0.400 -0.716 -0.145
H 33.076 1.967 21.631 -0.152 1.001 -0.437
C 32.175 4.793 11.796 -0.296 -0.635 -2.131
C 32.003 6.170 11.181 -0.386 1.063 -1.741
C 31.755 6.172 9.603 4.194 3.044 2.037
O 32.014 7.206 11.828 0.085 -1.262 -0.581
H 32.961 4.069 11.330 -1.851 1.327 0.508
H 31.131 4.441 11.934 0.538 -0.574 -0.824
H 32.412 4.969 12.767 1.384 0.443 2.959
H 32.843 6.232 9.247 -0.652 -0.328 0.588
H 31.527 7.203 9.173 -1.211 -1.877 0.490
H 31.580 5.179 9.347 -1.693 -1.212 -1.311
C 35.440 7.411 12.217 -9.135 -2.022 -3.457
C 35.589 6.420 11.116 2.528 -0.538 -3.178
C 36.005 7.033 9.645 2.261 1.025 2.755
O 35.654 5.206 11.153 -0.806 0.594 0.721
H 34.474 8.087 11.845 2.784 -1.290 1.335
H 36.278 7.826 12.284 6.794 4.420 0.377
H 35.236 6.932 13.102 -0.865 -1.115 2.114
H 35.967 6.198 8.920 0.345 0.843 0.315
H 37.115 7.728 9.725 -3.107 -2.640 -0.251
H 35.319 7.830 9.500 -0.854 0.598 -0.850

***

64
Properties=species:S:1:pos:R:3:forces:R:3 method="wB97M-V/def2-TZVPD" relative_energy_kcal_mol=70.0 lumo_energy_ev="-9.58 / -9.95" homo_energy_ev="-14.48 / -14.48" charge=+2 mol_weight_g_mol=730.693
I 0.242 -1.696 2.133 0.378 -0.174 0.499
I 0.036 1.810 -2.050 -0.212 0.336 -0.392
Al 0.000 0.000 0.000 -1.035 -0.564 -0.324
P 0.874 -1.679 -1.448 0.715 -0.865 -0.729
C 2.697 -1.708 -1.544 -0.267 -0.041 -0.116
C 0.401 -3.382 -0.998 -0.136 0.271 0.206
H 0.655 -4.058 -1.821 -0.021 0.128 0.164
H 0.585 -2.471 -3.714 -0.025 0.190 0.098
H -0.676 -3.399 -0.815 0.076 -0.116 -0.093
H -0.772 -1.428 -3.177 0.085 -0.099 -0.090
H 3.104 -1.883 -0.544 -0.022 -0.022 -0.145
H 0.916 -3.684 -0.085 0.017 -0.079 -0.149
C 0.313 -1.555 -3.179 -0.087 0.214 0.217
H 3.040 -2.497 -2.220 -0.099 0.052 0.111
H 0.767 -0.687 -3.658 0.016 -0.171 -0.060
H 3.051 -0.739 -1.907 -0.036 -0.408 -0.003
P -1.275 1.502 1.341 -0.425 0.993 0.856
C -0.268 2.678 2.308 -0.326 -0.074 -0.134
C -2.451 2.540 0.411 0.202 -0.241 -0.198
H -2.892 -0.118 2.067 -0.070 0.103 0.112
H -3.054 1.420 2.976 0.159 -0.116 -0.072
H -1.744 0.258 3.368 -0.135 0.118 0.009
C -2.350 0.688 2.569 0.195 -0.228 -0.223
H -3.020 1.893 -0.261 -0.072 0.104 0.106
H -3.126 3.041 1.112 0.151 -0.069 -0.138
H -0.905 3.339 2.904 0.016 -0.153 -0.056
H 0.338 3.278 1.623 -0.245 -0.070 0.283
H -1.911 3.276 -0.187 -0.102 0.063 0.124
H 0.396 2.117 2.970 -0.098 0.172 -0.050
Cl -2.146 -0.882 -0.650 1.112 0.497 0.331
C 4.195 -1.625 4.230 -0.187 0.204 0.058
C 3.217 -0.663 4.453 0.191 -0.245 -0.243
C 2.728 0.098 3.389 -0.131 -0.365 -0.102
C 3.225 -0.048 2.076 -0.401 -0.868 -0.632
C 4.178 -1.077 1.875 -0.356 0.109 0.450
C 4.666 -1.840 2.939 -0.360 0.407 -0.170
P 2.454 0.959 0.650 2.729 0.632 1.029
C 2.630 2.704 1.334 0.437 0.534 -0.235
C 2.321 3.747 0.433 0.177 -0.053 0.794
C 2.470 5.089 0.792 0.051 -0.469 0.067
C 2.962 5.422 2.050 0.010 -0.274 0.058
C 3.321 4.414 2.943 -0.271 -0.108 -0.654
C 3.170 3.068 2.591 -0.264 0.408 -0.730
C 3.893 1.032 -0.606 0.280 0.696 -0.154
C 3.648 1.548 -1.898 1.128 -0.617 0.633
C 4.662 1.703 -2.844 -0.151 -0.029 0.372
C 5.973 1.387 -2.515 -0.038 -0.052 0.209
C 6.270 0.952 -1.227 -0.664 0.163 -0.123
C 5.252 0.802 -0.277 -0.349 0.206 -0.469
H 4.571 -2.220 5.052 -0.002 0.039 -0.015
H 2.827 -0.511 5.451 -0.022 0.048 -0.051
H 1.953 0.808 3.607 -0.167 0.335 0.009
H 4.559 -1.325 0.903 0.009 0.146 -0.311
H 5.404 -2.611 2.757 -0.025 0.050 -0.066
H 1.950 3.523 -0.555 -0.068 -0.055 -0.214
H 2.211 5.869 0.089 0.014 -0.042 -0.027
H 3.085 6.462 2.327 -0.021 -0.028 -0.006
H 3.731 4.677 3.909 0.016 -0.086 0.011
H 3.516 2.364 3.316 0.032 -0.499 0.111
H 2.673 1.825 -2.200 -1.030 0.193 -0.251
H 4.426 2.078 -3.833 -0.038 0.003 0.062
H 6.760 1.511 -3.248 -0.018 -0.038 0.024
H 7.298 0.750 -0.957 -0.054 -0.006 0.110
H 5.575 0.535 0.710 -0.164 -0.088 0.315